[1]
{
  "formula": "C68H147F36N12OP6",
  "method": "ωB97M-V/def2-TZVPD",
  "energy_ha": -9054.7435,
  "charge": 3,
  "mol_weight_g_mol": 2018.78,
  "gap_ev": 7.57,
  "species": ["C", "C", "C", "N", "C", "C", "C", "C", "C", "C", "H", "H", "H", "H", "H", "H", "H", "H", "H", "H", "H", "H", "H", "H", "H", "H", "H", "H", "H", "H", "C", "C", "C", "N", "C", "C", "C", "C", "C", "C", "H", "H", "H", "H", "H", "H", "H", "H", "H", "H", "H", "H", "H", "H", "H", "H", "H", "H", "H", "H", "C", "C", "C", "N", "C", "C", "C", "C", "C", "C", "H", "H", "H", "H", "H", "H", "H", "H", "H", "H", "H", "H", "H", "H", "H", "H", "H", "H", "H", "H", "C", "C", "C", "N", "C", "C", "C", "C", "C", "C", "H", "H", "H", "H", "H", "H", "H", "H", "H", "H", "H", "H", "H", "H", "H", "H", "H", "H", "H", "H", "C", "C", "C", "N", "C", "C", "C", "C", "C", "C", "H", "H", "H", "H", "H", "H", "H", "H", "H", "H", "H", "H", "H", "H", "H", "H", "H", "H", "H", "H", "C", "N", "C", "C", "C", "C", "O", "H", "H", "H", "H", "H", "H", "H", "H", "H", "H", "H", "H", "H", "H", "C", "C", "N", "C", "C", "N", "C", "C", "H", "H", "H", "H", "H", "H", "H", "H", "H", "H", "H", "C", "C", "N", "C", "C", "N", "C", "C", "H", "H", "H", "H", "H", "H", "H", "H", "H", "H", "H", "C", "C", "N", "C", "C", "N", "C", "C", "H", "H", "H", "H", "H", "H", "H", "H", "H", "H", "H", "P", "F", "F", "F", "F", "F", "F", "P", "F", "F", "F", "F", "F", "F", "P", "F", "F", "F", "F", "F", "F", "P", "F", "F", "F", "F", "F", "F", "P", "F", "F", "F", "F", "F", "F", "P", "F", "F", "F", "F", "F", "F"],
  "coordinates": [[0.037, 1.352, 0.764], [1.036, 0.196, 0.516], [0.072, -1.071, 0.452], [0.719, -2.464, 0.025], [1.186, -2.332, -1.438], [1.466, -3.643, -2.053], [0.348, -4.741, -2.037], [-0.006, -4.921, -0.572], [-0.432, -3.564, 0.227], [1.921, -2.858, 1.003], [-0.880, 1.280, 0.179], [0.561, 2.307, 0.727], [-0.220, 1.314, 1.822], [1.812, 0.121, 1.278], [1.562, 0.452, -0.404], [-0.838, -0.870, -0.113], [-0.266, -1.152, 1.485], [0.435, -1.670, -1.870], [2.039, -1.658, -1.372], [1.663, -3.481, -3.113], [2.395, -4.070, -1.676], [-0.565, -4.599, -2.615], [0.663, -5.695, -2.461], [-0.866, -5.574, -0.427], [0.747, -5.450, 0.014], [-1.312, -3.165, -0.276], [-0.643, -3.738, 1.282], [2.698, -2.097, 0.931], [2.207, -3.856, 0.672], [1.494, -2.908, 2.005], [10.258, 10.284, -2.284], [9.752, 8.884, -2.490], [8.910, 8.713, -3.796], [8.080, 7.290, -3.769], [6.855, 7.596, -2.797], [5.774, 6.498, -2.768], [5.403, 5.976, -4.215], [6.676, 5.687, -5.139], [7.620, 6.938, -5.200], [8.918, 6.199, -3.127], [10.687, 10.749, -3.171], [10.928, 10.237, -1.425], [9.537, 11.042, -1.978], [9.073, 8.825, -1.639], [10.565, 8.161, -2.416], [9.558, 8.672, -4.672], [8.180, 9.501, -3.982], [6.542, 8.576, -3.157], [7.363, 7.741, -1.844], [4.857, 6.938, -2.376], [6.017, 5.684, -2.086], [4.707, 6.631, -4.739], [4.660, 5.209, -3.993], [6.531, 5.203, -6.105], [7.173, 4.811, -4.722], [7.114, 7.792, -5.651], [8.530, 6.761, -5.774], [9.878, 6.159, -3.641], [8.345, 5.278, -3.022], [9.265, 6.488, -2.135], [-6.946, 2.779, 6.792], [-8.187, 3.689, 6.748], [-7.996, 5.019, 7.615], [-9.332, 5.777, 7.927], [-10.177, 4.901, 8.847], [-11.350, 5.656, 9.451], [-11.013, 6.969, 10.189], [-10.064, 7.765, 9.313], [-8.831, 7.013, 8.698], [-10.071, 6.093, 6.652], [-6.703, 2.651, 7.846], [-6.145, 3.216, 6.196], [-7.043, 1.837, 6.251], [-9.011, 3.186, 7.254], [-8.508, 3.841, 5.718], [-7.431, 5.706, 6.985], [-7.561, 4.830, 8.596], [-9.540, 4.715, 9.712], [-10.550, 3.987, 8.384], [-11.927, 4.908, 9.994], [-12.097, 5.894, 8.694], [-10.684, 6.741, 11.203], [-11.910, 7.533, 10.445], [-9.816, 8.717, 9.782], [-10.535, 8.215, 8.440], [-8.258, 6.693, 9.568], [-8.286, 7.701, 8.051], [-10.260, 5.089, 6.269], [-9.332, 6.596, 6.029], [-10.944, 6.706, 6.876], [-10.303, 0.001, -8.511], [-9.779, 0.351, -7.134], [-10.965, 0.419, -6.157], [-10.666, 0.267, -4.650], [-9.822, 1.494, -4.143], [-9.357, 1.386, -2.646], [-8.614, 0.119, -2.438], [-9.472, -1.120, -2.840], [-9.819, -1.004, -4.307], [-12.007, 0.222, -3.822], [-10.807, -0.957, -8.638], [-9.508, -0.073, -9.252], [-11.079, 0.695, -8.837], [-9.287, 1.322, -7.194], [-9.065, -0.394, -6.783], [-11.764, -0.275, -6.417], [-11.301, 1.432, -6.384], [-8.962, 1.642, -4.797], [-10.504, 2.338, -4.242], [-8.745, 2.198, -2.253], [-10.245, 1.365, -2.015], [-7.675, 0.229, -2.982], [-8.341, 0.040, -1.386], [-8.896, -2.041, -2.748], [-10.331, -1.523, -2.304], [-8.921, -1.096, -4.919], [-10.441, -1.821, -4.670], [-11.799, 0.041, -2.767], [-12.610, -0.559, -4.284], [-12.398, 1.240, -3.846], [8.384, -11.959, -8.874], [7.766, -12.399, -7.543], [7.479, -11.154, -6.614], [7.259, -11.488, -5.113], [6.070, -12.512, -4.847], [5.535, -12.496, -3.377], [5.308, -11.094, -2.708], [6.509, -10.199, -2.973], [6.777, -10.127, -4.509], [8.540, -11.835, -4.396], [8.526, -12.815, -9.533], [9.365, -11.496, -8.767], [7.664, -11.381, -9.452], [8.336, -13.175, -7.032], [6.865, -12.955, -7.799], [6.658, -10.524, -6.958], [8.365, -10.531, -6.497], [5.284, -12.278, -5.565], [6.466, -13.506, -5.054], [4.548, -12.957, -3.403], [6.134, -13.172, -2.766], [4.413, -10.622, -3.114], [5.092, -11.172, -1.642], [6.329, -9.271, -2.430], [7.372, -10.521, -2.391], [5.894, -9.784, -5.048], [7.518, -9.331, -4.579], [9.259, -11.017, -4.349], [9.086, -12.612, -4.932], [8.340, -12.212, -3.393], [8.743, -3.331, 5.256], [8.498, -4.858, 5.564], [8.246, -5.679, 4.282], [9.756, -5.517, 6.167], [7.272, -5.144, 6.452], [7.468, -4.776, 7.959], [7.660, -3.383, 8.037], [9.240, -2.819, 6.080], [7.753, -2.954, 4.998], [9.353, -3.312, 4.353], [7.219, -5.499, 3.967], [8.288, -6.741, 4.524], [9.008, -5.339, 3.580], [10.030, -5.023, 7.099], [10.571, -5.407, 5.451], [9.589, -6.571, 6.390], [7.152, -6.226, 6.402], [6.433, -4.623, 5.991], [8.251, -5.330, 8.476], [6.518, -5.054, 8.415], [6.816, -2.936, 7.939], [-6.803, -9.523, -8.454], [-6.199, -8.417, -7.613], [-5.942, -8.896, -6.264], [-6.267, -8.284, -5.043], [-5.728, -9.021, -4.036], [-5.080, -10.109, -4.549], [-5.159, -10.023, -5.964], [-4.321, -11.039, -3.775], [-7.740, -9.941, -8.085], [-6.045, -10.269, -8.696], [-7.074, -9.043, -9.394], [-6.872, -7.561, -7.559], [-5.227, -8.132, -8.015], [-6.886, -7.402, -4.965], [-5.729, -8.926, -2.960], [-4.690, -10.675, -6.686], [-3.244, -10.954, -3.920], [-4.624, -12.050, -4.046], [-4.506, -11.039, -2.701], [-0.214, 7.993, 7.776], [0.659, 6.977, 8.351], [1.010, 7.307, 9.830], [1.660, 8.470, 10.250], [2.054, 8.222, 11.600], [1.624, 6.989, 12.006], [0.991, 6.428, 10.938], [2.090, 6.331, 13.163], [-0.409, 7.908, 6.707], [0.191, 8.997, 7.902], [-1.213, 7.990, 8.210], [1.672, 7.031, 7.953], [0.130, 6.026, 8.282], [1.861, 9.301, 9.590], [2.623, 8.772, 12.335], [0.582, 5.429, 10.919], [1.273, 6.419, 13.879], [2.927, 6.827, 13.655], [2.227, 5.259, 13.018], [-0.965, 10.268, -2.650], [-0.003, 11.517, -3.071], [-0.013, 12.583, -2.164], [0.456, 13.815, -2.359], [0.266, 14.540, -1.226], [-0.221, 13.742, -0.230], [-0.290, 12.508, -0.821], [-0.559, 14.210, 1.066], [-2.015, 10.540, -2.753], [-0.665, 9.883, -1.675], [-1.007, 9.485, -3.408], [-0.274, 11.781, -4.093], [1.003, 11.099, -3.058], [0.829, 14.186, -3.302], [0.539, 15.552, -0.966], [-0.758, 11.627, -0.407], [-0.592, 13.301, 1.666], [-1.571, 14.607, 0.982], [0.062, 14.966, 1.547], [8.456, -1.407, -2.650], [9.701, -0.790, -3.486], [8.325, -0.170, -1.531], [7.257, -0.861, -3.612], [7.298, -2.365, -1.959], [8.657, -2.761, -3.569], [9.475, -2.126, -1.611], [-2.401, 0.917, -5.879], [-1.545, 1.647, -4.732], [-2.871, -0.297, -4.898], [-3.710, 1.700, -5.452], [-3.200, 0.212, -7.103], [-1.847, 2.157, -6.784], [-1.116, -0.040, -6.300], [-5.818, 8.103, 1.305], [-4.176, 7.958, 1.366], [-5.743, 8.814, 2.770], [-5.497, 9.559, 0.686], [-7.395, 8.456, 1.090], [-5.879, 7.374, -0.154], [-5.989, 6.662, 2.079], [0.942, -9.758, -8.870], [1.141, -9.334, -10.384], [-0.182, -10.886, -9.194], [2.005, -10.955, -9.059], [0.828, -10.146, -7.242], [2.002, -8.571, -8.482], [-0.256, -8.723, -8.803], [1.134, -8.984, 5.555], [-0.006, -7.979, 4.917], [-0.005, -9.785, 6.437], [1.100, -9.956, 4.275], [2.309, -9.998, 6.057], [2.242, -8.135, 4.753], [1.365, -7.893, 6.762], [2.552, 0.255, 7.866], [1.734, 0.533, 6.536], [3.912, -0.062, 7.037], [2.995, 1.795, 8.054], [3.215, -0.019, 9.311], [1.156, 0.402, 8.704], [2.204, -1.335, 7.758]]
}

[2]
{
  "formula": "C68H152O4",
  "method": "ωB97M-V/def2-TZVPD",
  "de_lowest_kj_mol": 0.0,
  "energy_ha": -2982.9873,
  "smiles": "O=C1CCCO1.O=C1CCCO1.CCCCCC.CCCCCC.CCCCCC.CCCCCC.CCCCCC.CCCCCC.CCCCCC.CCCCCC.CCCCCC.CCCCCC",
  "mol_weight_g_mol": 1033.96,
  "gap_ev": 10.39,
  "species": ["O", "C", "C", "C", "C", "O", "H", "H", "H", "H", "H", "H", "O", "C", "C", "C", "C", "O", "H", "H", "H", "H", "H", "H", "C", "C", "C", "C", "C", "C", "H", "H", "H", "H", "H", "H", "H", "H", "H", "H", "H", "H", "H", "H", "C", "C", "C", "C", "C", "C", "H", "H", "H", "H", "H", "H", "H", "H", "H", "H", "H", "H", "H", "H", "C", "C", "C", "C", "C", "C", "H", "H", "H", "H", "H", "H", "H", "H", "H", "H", "H", "H", "H", "H", "C", "C", "C", "C", "C", "C", "H", "H", "H", "H", "H", "H", "H", "H", "H", "H", "H", "H", "H", "H", "C", "C", "C", "C", "C", "C", "H", "H", "H", "H", "H", "H", "H", "H", "H", "H", "H", "H", "H", "H", "C", "C", "C", "C", "C", "C", "H", "H", "H", "H", "H", "H", "H", "H", "H", "H", "H", "H", "H", "H", "C", "C", "C", "C", "C", "C", "H", "H", "H", "H", "H", "H", "H", "H", "H", "H", "H", "H", "H", "H", "C", "C", "C", "C", "C", "C", "H", "H", "H", "H", "H", "H", "H", "H", "H", "H", "H", "H", "H", "H", "C", "C", "C", "C", "C", "C", "H", "H", "H", "H", "H", "H", "H", "H", "H", "H", "H", "H", "H", "H", "C", "C", "C", "C", "C", "C", "H", "H", "H", "H", "H", "H", "H", "H", "H", "H", "H", "H", "H", "H"],
  "coordinates": [[-7.910, -1.558, -3.878], [-6.715, -1.458, -3.977], [-5.701, -1.132, -2.854], [-4.433, -1.791, -3.247], [-4.518, -1.622, -4.781], [-5.981, -1.729, -5.037], [-5.634, -0.058, -2.836], [-6.104, -1.480, -1.954], [-3.509, -1.246, -2.999], [-4.383, -2.842, -2.895], [-4.282, -0.610, -5.006], [-3.915, -2.349, -5.422], [-6.874, -1.190, 0.570], [-7.543, -0.271, 0.918], [-8.766, -0.446, 1.748], [-9.459, 0.880, 1.617], [-8.248, 1.834, 1.297], [-7.328, 1.005, 0.572], [-9.347, -1.286, 1.440], [-8.535, -0.552, 2.837], [-10.105, 0.849, 0.719], [-10.074, 1.182, 2.458], [-8.523, 2.731, 0.814], [-7.748, 2.046, 2.247], [9.925, 2.932, 3.394], [9.136, 2.369, 2.224], [9.204, 0.790, 2.174], [8.708, 0.115, 0.904], [7.215, 0.171, 0.665], [6.857, -0.301, -0.725], [9.502, 2.510, 4.299], [9.831, 4.020, 3.489], [10.990, 2.726, 3.376], [8.062, 2.646, 2.282], [9.442, 2.767, 1.262], [8.596, 0.494, 3.033], [10.242, 0.497, 2.443], [9.214, 0.651, 0.090], [8.986, -0.951, 0.844], [6.724, -0.461, 1.429], [6.719, 1.069, 0.942], [7.121, 0.353, -1.563], [7.363, -1.219, -0.996], [5.785, -0.449, -0.817], [-4.673, 1.407, 2.808], [-4.306, 2.730, 3.594], [-4.199, 3.937, 2.645], [-5.549, 4.207, 1.994], [-5.760, 5.688, 1.585], [-4.648, 6.140, 0.596], [-5.542, 1.668, 2.225], [-4.878, 0.550, 3.442], [-3.789, 1.150, 2.211], [-5.056, 3.024, 4.356], [-3.388, 2.654, 4.128], [-3.430, 3.847, 1.878], [-3.794, 4.819, 3.225], [-5.656, 3.594, 1.106], [-6.408, 3.863, 2.695], [-6.724, 5.864, 1.153], [-5.676, 6.279, 2.494], [-4.710, 5.533, -0.348], [-4.595, 7.173, 0.349], [-3.756, 5.898, 1.115], [1.998, 2.676, -3.099], [2.508, 1.262, -3.308], [4.023, 1.129, -3.326], [4.495, -0.368, -3.355], [4.233, -1.100, -4.655], [4.738, -2.618, -4.693], [0.963, 2.967, -3.089], [2.429, 3.352, -3.813], [2.394, 2.968, -2.124], [2.069, 0.605, -2.552], [2.104, 0.847, -4.238], [4.411, 1.577, -2.395], [4.515, 1.738, -4.107], [5.560, -0.465, -3.030], [3.932, -0.993, -2.637], [3.134, -1.049, -4.832], [4.698, -0.668, -5.567], [4.187, -3.190, -3.988], [4.516, -3.047, -5.667], [5.815, -2.727, -4.568], [4.318, -2.138, 3.180], [3.267, -1.202, 3.842], [3.928, 0.011, 4.439], [4.489, 1.105, 3.562], [5.520, 1.942, 4.292], [4.917, 2.766, 5.442], [4.566, -1.698, 2.223], [3.950, -3.161, 3.089], [5.275, -2.163, 3.688], [2.469, -0.906, 3.134], [2.698, -1.724, 4.540], [4.800, -0.345, 4.952], [3.291, 0.506, 5.225], [4.965, 0.738, 2.646], [3.624, 1.693, 3.283], [6.261, 1.303, 4.776], [5.918, 2.559, 3.525], [5.681, 3.313, 6.010], [4.173, 3.484, 5.043], [4.441, 2.173, 6.234], [-0.661, 0.947, 4.780], [-0.878, 0.003, 3.642], [-0.850, -1.443, 4.126], [-0.899, -2.526, 3.064], [-1.261, -3.943, 3.644], [-2.742, -3.930, 4.103], [-0.697, 1.984, 4.434], [0.232, 0.811, 5.349], [-1.489, 0.917, 5.512], [-1.764, 0.340, 3.115], [-0.077, 0.120, 2.880], [-1.769, -1.613, 4.734], [0.004, -1.616, 4.810], [-1.663, -2.314, 2.277], [0.115, -2.440, 2.655], [-1.025, -4.771, 2.994], [-0.655, -4.102, 4.530], [-3.227, -4.937, 4.228], [-2.889, -3.426, 5.081], [-3.358, -3.458, 3.322], [-3.476, -8.817, -1.399], [-2.154, -8.192, -0.896], [-2.085, -6.645, -1.034], [-3.199, -5.914, -0.312], [-3.121, -4.386, -0.391], [-4.502, -3.808, -0.103], [-3.670, -8.601, -2.457], [-4.381, -8.641, -0.833], [-3.389, -9.909, -1.331], [-1.950, -8.519, 0.122], [-1.364, -8.581, -1.527], [-1.914, -6.294, -2.075], [-1.112, -6.341, -0.554], [-4.208, -6.304, -0.639], [-3.290, -6.234, 0.738], [-2.409, -3.975, 0.322], [-2.715, -4.046, -1.355], [-5.205, -3.883, -0.956], [-4.971, -4.315, 0.769], [-4.459, -2.788, 0.208], [-0.263, 4.440, 1.336], [0.623, 4.039, 2.466], [2.093, 4.418, 2.319], [2.767, 3.833, 1.077], [4.293, 3.995, 0.957], [4.960, 3.393, -0.271], [-1.300, 4.098, 1.443], [0.030, 3.887, 0.455], [-0.251, 5.511, 1.194], [0.270, 4.617, 3.312], [0.457, 2.996, 2.678], [2.693, 4.155, 3.211], [2.233, 5.547, 2.328], [2.493, 2.738, 0.979], [2.427, 4.320, 0.154], [4.466, 5.099, 1.092], [4.755, 3.504, 1.787], [4.772, 2.300, -0.334], [4.509, 3.891, -1.147], [6.017, 3.609, -0.219], [1.929, -4.760, 0.644], [1.985, -3.945, -0.631], [0.780, -3.909, -1.444], [0.991, -3.108, -2.693], [-0.323, -2.733, -3.440], [-0.083, -2.361, -4.926], [1.148, -5.543, 0.500], [1.634, -4.104, 1.492], [2.874, -5.248, 0.916], [2.306, -2.954, -0.356], [2.754, -4.399, -1.278], [-0.081, -3.548, -0.870], [0.600, -4.964, -1.792], [1.561, -2.205, -2.493], [1.593, -3.657, -3.421], [-0.990, -3.611, -3.413], [-0.870, -1.949, -2.853], [-0.953, -2.278, -5.555], [0.476, -1.387, -4.919], [0.570, -3.107, -5.396], [-3.254, 4.059, -2.867], [-2.375, 3.679, -4.038], [-2.673, 2.218, -4.373], [-2.039, 1.739, -5.663], [-0.594, 1.762, -5.754], [-0.144, 0.976, -6.994], [-3.037, 3.400, -2.032], [-4.293, 3.984, -3.129], [-3.112, 5.071, -2.554], [-2.517, 4.241, -4.930], [-1.321, 3.826, -3.766], [-3.764, 2.023, -4.479], [-2.386, 1.642, -3.536], [-2.361, 0.704, -5.883], [-2.488, 2.351, -6.478], [-0.204, 2.803, -5.832], [-0.163, 1.353, -4.852], [-0.327, -0.124, -6.996], [-0.639, 1.403, -7.896], [0.988, 1.149, -7.152], [2.683, -0.423, 0.427], [1.348, 0.350, 0.442], [0.155, -0.381, -0.035], [-1.076, 0.604, -0.187], [-2.330, -0.226, -0.207], [-3.521, 0.552, -0.740], [2.979, -0.525, -0.652], [2.517, -1.439, 0.819], [3.504, 0.147, 0.915], [1.141, 0.794, 1.415], [1.431, 1.249, -0.138], [-0.112, -1.250, 0.531], [0.362, -0.772, -1.040], [-1.003, 1.286, 0.639], [-0.950, 1.246, -1.045], [-2.117, -1.083, -0.888], [-2.432, -0.677, 0.791], [-4.518, 0.166, -0.643], [-3.558, 1.542, -0.294], [-3.349, 0.732, -1.808]]
}